1.
# C10H20GaO7

A structure of composition C10H20GaO7 (the ωB97M-V functional and the def2-TZVPD basis, the OMol25 dataset).

Each line ends with the natural charge from an NBO analysis.
Positions of all 38 atoms, in Å:
C -0.52484 -5.32585 3.61934  -0.239
O -1.13420 -4.35658 2.80152  -0.559
C -0.64474 -3.02320 3.00212  -0.057
C 0.34938 -2.60234 1.91550  -0.434
C 1.80897 -2.54473 2.43240  -0.856
Ga 2.20553 -0.60225 2.99305  0.564
H 0.32378 -5.81086 3.12754  0.163
H -0.22125 -4.92734 4.58822  0.166
H -1.26182 -6.11254 3.80918  0.161
H -1.51600 -2.36966 2.92855  0.165
H -0.21345 -2.88584 3.99360  0.175
H 0.07698 -1.59651 1.58844  0.195
H 0.25698 -3.30149 1.08363  0.187
H 2.47656 -2.85665 1.62781  0.192
H 1.95981 -3.22600 3.27405  0.178
H 3.48843 -0.45818 3.96828  -0.333
H 0.83233 -0.07565 3.71062  -0.357
H 2.37023 0.27127 1.66979  -0.310
C 1.13468 0.78490 -2.93214  -0.101
C 0.71890 1.72970 -1.82692  -0.090
O 1.54023 1.31853 -0.73986  -0.474
C 2.63740 0.69612 -1.23822  0.965
O 3.58297 0.37383 -0.60663  -0.538
O 2.48762 0.48791 -2.58557  -0.508
H 1.07889 1.23408 -3.92163  0.200
H 0.55701 -0.14262 -2.92560  0.177
H 0.94154 2.77044 -2.06662  0.178
H -0.33030 1.64084 -1.56347  0.191
C -2.39318 3.97251 -2.19727  -0.102
C -3.44501 4.36994 -3.20970  -0.100
O -2.66518 4.60707 -4.38583  -0.491
C -1.51008 3.90434 -4.27510  0.968
O -0.72284 3.75315 -5.15108  -0.569
O -1.37838 3.39543 -3.02546  -0.496
H -2.74884 3.24810 -1.46903  0.212
H -1.97107 4.82987 -1.67066  0.191
H -4.15348 3.56507 -3.41411  0.185
H -3.99355 5.26519 -2.92874  0.203

Forces on atoms 1 to 3 (eV/Å):
-0.3 -0.4 -0.2
0.1 0.0 0.7
-0.3 0.4 -1.0

E_HOMO ... -4.050 eV
LUMO energy ... 1.923 eV
Charge ... -1
2S+1 ... 1
Maximum force ... 0.0207 Eh/bohr
Gap between HOMO and LUMO ... 0.2195 hartree

=====

2.
# H12O6

A cluster of 6 separate species, H12O6 in total (the ωB97M-V functional and the def2-TZVPD basis, the OMol25 dataset).

Each line ends with the natural charge from an NBO analysis.
Positions of all 18 atoms, in Å:
O 4.12968 1.34731 -1.15289  -0.939
H 4.44487 1.09444 -0.28517  0.471
H 4.92051 1.59153 -1.63371  0.467
O 4.55627 -0.24147 3.06667  -0.938
H 5.34898 -0.71566 3.31764  0.468
H 3.83890 -0.77652 3.40626  0.470
O 0.05382 -0.60209 -0.08450  -0.941
H -0.21810 -1.48861 -0.32193  0.468
H 1.00672 -0.61112 -0.17455  0.472
O -2.13563 1.83067 -3.59034  -0.935
H -2.15948 1.17685 -2.89165  0.471
H -2.82624 1.56046 -4.19555  0.464
O -2.69344 -4.37819 -0.49842  -0.937
H -2.47117 -4.30976 0.43011  0.467
H -3.54990 -3.95710 -0.57184  0.469
O -4.31195 2.51614 1.78476  -0.937
H -4.56629 3.38289 1.46805  0.467
H -3.36756 2.58023 1.92706  0.470

Forces on atoms 1 to 3 (eV/Å):
-0.2 0.0 -0.1
0.0 -0.1 0.3
0.2 0.1 -0.2

E_HOMO ... -11.326 eV
LUMO energy ... 0.490 eV
2S+1 ... 1
Maximum force ... 0.0063 Eh/bohr
Structure (SMILES) ... O.O.O.O.O.O
Gap between HOMO and LUMO ... 0.4342 hartree
Energy relative to the best compared isomer or geometry (same formula, charge and spin) ... 1.789 eV

=====

3.
# C4H7NO

An isolated molecule of C4H7NO (the ωB97M-V functional and the def2-TZVPD basis, the OMol25 dataset).

Each line ends with the natural charge from an NBO analysis.
Positions of all 13 atoms, in Å:
O 1.78078 1.47204 1.93740  -0.504
C 1.21703 1.20069 0.90482  0.421
C 0.18655 0.08885 0.88545  -0.333
N -0.38408 -0.36761 -0.40028  -0.221
C 0.11568 0.08985 -1.54390  -0.369
C -1.35691 -1.26041 -0.24919  -0.369
H 1.42427 1.77514 -0.01007  0.127
H -0.65195 0.42316 1.50743  0.244
H 0.64079 -0.78850 1.35187  0.246
H -0.34562 -0.26772 -2.45396  0.193
H 0.75781 0.94799 -1.54056  0.182
H -1.83064 -1.67135 -1.12691  0.194
H -1.55371 -1.64211 0.73791  0.189

Forces on atoms 1 to 3 (eV/Å):
-0.3 -0.2 -0.4
0.2 0.1 0.3
0.0 0.0 0.1

E_HOMO ... -7.106 eV
LUMO energy ... 0.832 eV
2S+1 ... 1
Maximum force ... 0.0099 Eh/bohr
Gap between HOMO and LUMO ... 0.2917 hartree
Energy relative to the best compared isomer or geometry (same formula, charge and spin) ... 3.727 eV

=====

4.
# C27H21CeF3N4OS2

A structure of composition C27H21CeF3N4OS2 (the ωB97M-V functional and the def2-TZVPD basis, the OMol25 dataset).

Each line ends with the Mulliken charge.
Positions of all 59 atoms, in Å:
Ce 0.00220 -0.18105 -0.38573  0.535
S 4.43901 0.53111 1.51258  -0.301
C 3.56331 -0.21523 2.82540  0.804
C 4.00669 -0.42481 4.13686  -0.620
C 3.07324 -0.84957 5.03866  -0.482
C 1.77986 -1.23713 4.63591  -0.737
C 1.42211 -1.23665 3.33731  -0.490
C 2.30371 -0.64243 2.40637  -0.198
N 2.11023 -0.41236 1.03430  -0.183
C 3.18216 0.22312 0.48320  0.736
C 3.08865 0.59820 -0.90486  0.772
C 4.21668 1.08669 -1.57275  -1.118
C 4.08563 1.40209 -2.92133  -0.720
C 2.90154 1.20180 -3.60670  -0.866
C 1.74440 0.80378 -2.90149  -0.454
C 1.91364 0.40812 -1.58277  0.816
H 5.01949 -0.12121 4.44398  0.389
H 3.29474 -0.91374 6.11060  0.390
H 1.12999 -1.54540 5.42454  0.487
H 0.45453 -1.60190 3.02213  0.537
H 5.17520 1.10939 -1.05603  0.415
H 4.92184 1.75798 -3.53781  0.388
H 2.82717 1.36404 -4.68051  0.421
H 0.80640 0.72699 -3.43330  0.430
F -2.51305 -1.60778 4.56117  -0.220
C -3.16505 -0.52410 4.05717  0.664
F -3.62434 0.10614 5.13778  -0.302
F -4.21789 -0.86415 3.37590  -0.212
C -2.21306 0.47982 3.39112  -0.093
C -1.89716 1.68316 4.05597  -0.198
C -0.91573 2.51474 3.52155  -0.893
C -0.20202 2.11780 2.40126  -0.286
N -0.56466 1.00566 1.73560  -0.035
C -1.49074 0.18529 2.19261  0.600
S -1.81927 -1.22357 1.23477  -0.339
H -2.35064 1.96190 5.00193  0.513
H -0.73494 3.45811 4.01243  0.462
H 0.64615 2.70533 2.03286  0.505
C -2.25581 2.84952 -3.10316  -1.390
C -2.21474 1.51008 -2.55094  0.585
O -1.26688 1.16931 -1.74211  -0.166
N -3.19215 0.68054 -2.88037  -0.057
C -3.27777 -0.65039 -2.27054  -1.057
C -2.22916 -1.63117 -2.79145  0.947
C -2.53071 -2.50161 -3.82819  -0.955
C -1.58531 -3.38844 -4.28508  -0.339
C -0.35280 -3.47377 -3.65154  -0.967
C -0.09613 -2.57209 -2.60585  -0.138
N -0.98093 -1.64079 -2.22062  0.271
H -3.00642 3.39068 -2.50394  0.332
H -2.62799 2.81487 -4.15352  0.447
H -1.27328 3.28766 -3.19068  0.349
H -3.88212 0.93565 -3.60615  0.323
H -4.30564 -0.95724 -2.45814  0.618
H -3.23077 -0.38942 -1.21777  0.029
H -3.48620 -2.56300 -4.24432  0.546
H -1.87717 -3.97367 -5.13519  0.444
H 0.38195 -4.21618 -3.91224  0.459
H 0.89000 -2.51069 -2.18883  0.602

Forces on atoms 1 to 3 (eV/Å):
0.3 0.3 0.0
0.8 0.0 1.1
0.3 -0.3 0.2

E_HOMO (spin up / spin down) ... -13.719 / -13.719 eV
LUMO energy (spin up / spin down) ... -6.878 / -6.861 eV
Charge ... +2
2S+1 ... 1
Maximum force ... 0.0663 Eh/bohr
Gap between HOMO and LUMO (spin up / spin down) ... 0.2514 / 0.2520 hartree

=====

5.
# C3H4O3

An isolated molecule of C3H4O3 (the ωB97M-V functional and the def2-TZVPD basis, the OMol25 dataset).

Each line ends with the natural charge from an NBO analysis.
Positions of all 10 atoms, in Å:
O 0.78101 -1.16680 -1.61732  -0.671
C 0.70265 -0.17346 -0.69059  0.319
C 0.10274 -0.32160 0.61369  0.289
O 1.48415 -0.24814 0.52973  -0.478
C -1.40677 1.37445 0.37552  0.091
O -0.57348 0.78581 1.20021  -0.473
H 0.34398 -1.96085 -1.28475  0.480
H 0.73916 0.80779 -1.15190  0.191
H -0.31045 -1.25303 1.00133  0.174
H -1.86300 2.15583 1.02407  0.078

Forces on atoms 1 to 3 (eV/Å):
0.1 -0.2 0.1
0.0 0.2 -0.1
-0.2 -0.2 -0.1

E_HOMO ... -9.156 eV
LUMO energy ... 0.277 eV
2S+1 ... 1
Maximum force ... 0.0102 Eh/bohr
Gap between HOMO and LUMO ... 0.3467 hartree
Energy relative to the best compared isomer or geometry (same formula, charge and spin) ... 5.032 eV

=====

6.
# C8H13NO

An isolated molecule of C8H13NO (the ωB97M-V functional and the def2-TZVPD basis, the OMol25 dataset).

Each line ends with the natural charge from an NBO analysis.
Positions of all 23 atoms, in Å:
C 0.40772 -2.12588 -1.12175  -0.594
C 0.79836 -1.35125 0.15019  -0.134
C 2.30019 -1.01245 0.12025  -0.596
C -0.06515 -0.07359 0.31639  -0.377
C 0.06017 0.93263 -0.82190  -0.504
C -0.54427 2.30439 -0.58976  0.683
N -1.88212 2.40764 -0.50138  -0.909
C 0.53331 -2.20733 1.32455  -0.004
C 0.31792 -2.90488 2.29135  -0.241
H 0.91691 -3.09865 -1.14906  0.223
H -0.67698 -2.29822 -1.15981  0.215
H 0.70494 -1.56726 -2.01938  0.209
H 2.58558 -0.61105 -0.86127  0.210
H 2.55125 -0.26865 0.88932  0.218
H 2.89904 -1.91548 0.29944  0.224
H -1.11400 -0.39462 0.41536  0.210
H 0.22197 0.40626 1.26492  0.215
H 1.11353 1.11500 -1.07583  0.230
H -0.41449 0.55287 -1.73858  0.223
H 0.10905 -3.52645 3.14314  0.240
O 0.15838 3.31590 -0.65239  -0.556
H -2.34530 2.04189 0.31901  0.402
H -2.38832 2.99421 -1.16741  0.413

Forces on atoms 1 to 3 (eV/Å):
0.0 -0.1 -0.1
0.0 0.0 0.0
0.2 0.0 -0.1

E_HOMO ... -9.671 eV
LUMO energy ... 0.715 eV
2S+1 ... 1
Maximum force ... 0.0657 Eh/bohr
Structure (SMILES) ... C#CC(C)(C)CCC(N)=O
Gap between HOMO and LUMO ... 0.3817 hartree
Energy relative to the best compared isomer or geometry (same formula, charge and spin) ... 1.932 eV